108
Properties=species:S:1:pos:R:3 method="wB97M-V/def2-TZVPD" smiles="CCOB(O)CO[C@H](I)CN.CCOC(C)=O.CCOC(C)=O.CCOC(C)=O.CCOC(C)=O.CCOC(C)=O.CCOC(C)=O" homo_lumo_gap_ha=0.35781
H -3.854 5.072 3.482
C 1.210 -2.302 -1.771
O -2.907 1.003 2.804
C 4.231 3.973 2.665
O -0.394 -9.382 1.756
H -1.834 -10.738 4.984
O -0.382 -3.909 0.588
C -6.011 1.701 3.070
H 3.559 6.815 -4.393
H 0.745 -9.507 6.112
H -1.411 -7.936 0.232
C 1.589 -1.277 1.367
H -0.218 -10.764 6.907
C -2.885 -6.352 0.201
H -3.149 5.437 0.749
H -4.671 4.815 2.139
C -1.345 -1.319 -5.485
C -0.927 -4.895 0.154
O 6.378 7.727 2.459
H -0.703 -11.910 1.901
C -1.132 -9.920 5.151
H -1.674 -9.152 5.702
C -2.764 5.318 1.759
C -1.087 0.645 -7.581
H 3.493 3.237 2.343
O -4.611 1.112 1.111
O -1.615 3.151 1.860
O 4.680 6.371 2.784
H 0.205 -5.035 -1.634
H -0.179 -0.086 1.162
O -2.073 -1.443 -6.712
H -2.529 6.299 2.156
H 1.973 7.484 -3.954
C -1.883 -0.626 -7.765
C 3.046 6.767 -2.263
H 5.335 7.345 -3.515
H -2.347 -7.794 1.699
C 5.069 8.064 -2.739
O 0.746 -0.168 -0.636
H 0.388 -6.414 -0.539
O -0.767 -9.303 3.913
C 6.218 5.936 0.912
H -5.695 2.885 1.313
H -1.444 -0.301 -3.597
C 0.083 -10.356 5.943
H 3.735 9.294 -3.923
H -1.771 1.454 -7.327
H 5.423 9.821 -3.931
H 6.956 5.209 1.250
H 5.957 8.204 -2.124
C 5.761 6.763 2.090
C -2.403 -7.727 0.616
H 0.658 -11.114 5.411
H 2.245 -0.427 1.561
H -6.998 2.100 3.293
H -0.601 0.879 -8.525
O 4.086 7.518 -1.856
H 2.272 -2.509 -1.644
N -3.773 4.629 2.573
H -0.310 0.579 -6.823
O 1.135 -0.160 -2.791
H 5.186 3.730 2.199
H -5.307 2.250 3.688
H 0.644 -2.826 -1.002
H -0.906 4.734 0.749
H -0.298 -1.084 -5.676
C -0.362 -11.491 2.844
H -6.004 0.656 3.361
H -1.742 1.883 0.209
C -1.988 -0.327 -4.541
C -0.531 -9.992 2.782
B -3.377 1.489 1.601
C -0.324 -5.709 -0.966
O -2.052 -5.316 0.740
H -0.317 -1.649 0.400
C 0.373 -0.831 0.588
H -1.996 0.679 -4.960
C 2.702 6.706 -3.732
H -3.875 -6.161 0.612
H -2.950 1.724 3.456
H -2.974 -6.252 -0.882
H 1.289 -1.717 2.317
C -5.743 1.831 1.584
H 0.889 -2.691 -2.736
H -1.054 -6.250 -1.562
H 2.823 5.578 2.793
H 2.169 -2.016 0.812
C 4.633 9.395 -3.313
C 1.004 -0.807 -1.783
H -2.919 3.168 0.168
O -2.408 -0.894 -8.811
C -2.391 2.497 0.843
H 3.596 5.488 1.233
I -0.167 5.159 3.290
H 5.410 5.424 0.395
C 3.771 5.370 2.303
H 2.256 5.736 -3.935
H 0.695 -11.721 2.971
H 6.687 6.602 0.192
H -1.365 -2.314 -5.042
H 4.402 10.093 -2.508
H -3.086 -8.493 0.246
H -0.933 -11.971 3.636
C -1.461 4.505 1.655
H -3.025 -0.605 -4.346
O 2.375 6.214 -1.434
H -6.599 1.411 1.063
H 4.365 3.887 3.743

---

103
Properties=species:S:1:pos:R:3 method="wB97M-V/def2-TZVPD" homo_lumo_gap_ha=0.36116
H 4.699 -1.477 0.702
C 1.153 0.786 0.214
C 6.151 -0.765 -0.692
H 4.344 -4.782 0.015
H -7.716 -3.921 4.019
H 0.783 2.176 -2.034
H 3.156 -4.275 -1.151
H 4.204 -2.294 -1.704
H 2.626 0.204 1.678
H 4.381 0.467 -0.536
C -4.395 -3.226 2.555
H 0.067 7.731 0.358
H 1.873 1.575 -0.001
H 5.537 -3.417 -1.492
C -3.721 -1.236 1.423
H 0.152 2.703 -7.062
C -3.914 -0.321 2.626
H -3.171 -0.589 3.373
O 5.840 1.075 0.800
H 2.319 7.597 0.912
O 1.586 1.344 -5.199
H 0.725 1.184 -7.746
O -2.641 -0.782 0.689
C -5.848 -3.906 5.123
H -2.819 -1.296 -3.492
H -2.953 -2.173 -0.805
H -7.589 -5.225 5.204
C -0.275 1.367 0.310
C 1.328 -1.471 1.467
H -0.997 1.396 -7.381
C -0.968 -1.936 -2.374
C 1.137 7.032 2.628
H -0.613 5.780 -1.868
O -4.611 -4.413 4.632
H -0.716 -2.905 -1.945
H -4.562 -4.212 2.122
H 0.134 -0.005 -5.631
H -1.356 -3.675 -4.089
H 5.820 2.948 1.621
P -2.696 2.206 -0.747
N -0.647 4.864 -2.316
H -0.835 0.785 1.046
H -0.178 2.368 0.731
C 0.257 1.077 -5.647
C -2.053 -2.064 -3.412
O -3.454 -2.559 1.714
H -2.808 -3.834 3.857
H 1.001 0.464 2.329
C 5.422 -1.928 0.024
F -4.867 -1.190 0.643
H 6.193 -0.953 -1.766
H -2.448 3.194 0.233
H -3.473 1.248 -0.072
C -0.305 3.964 -1.485
C -3.826 -3.460 3.946
C -1.243 -0.924 -1.251
H 1.703 2.298 -5.194
H -5.357 -2.716 2.577
H -3.372 -0.536 -1.254
H -0.069 -1.583 -2.887
C 1.586 6.835 1.192
H 2.248 -4.148 1.153
C 0.015 1.620 -7.042
C -2.645 -1.132 -0.700
C 2.889 -3.361 0.754
H 3.499 -3.010 1.590
H 5.786 1.278 -1.247
H -5.927 -2.836 4.921
H 1.984 6.980 3.313
O 0.489 6.871 0.281
H 1.751 -1.879 2.386
H 4.337 2.025 1.866
H 2.052 5.858 1.068
C -7.036 -4.635 4.478
H 4.695 2.732 0.278
H -3.712 0.692 2.293
H -0.553 -1.167 -0.444
C 1.562 0.040 1.494
H 0.264 -1.713 1.475
O -3.377 2.749 -1.942
H 6.136 -2.471 0.643
H -3.784 -2.541 4.538
H -0.458 1.509 -4.939
C 4.752 -2.876 -0.961
H -5.843 -4.025 6.206
C 5.135 2.244 1.151
H 1.331 -2.511 -0.463
C 2.046 -2.175 0.291
O -1.010 0.336 -1.838
C -0.997 1.499 -1.036
H -0.711 2.477 -2.897
H 2.690 -1.437 -0.186
H -0.046 4.239 -0.457
H -6.649 -5.297 3.708
H -4.921 -0.405 3.019
H 0.412 6.267 2.908
C 3.797 -3.909 -0.342
H 1.183 0.115 -0.645
C 5.472 0.570 -0.470
H 7.171 -0.705 -0.317
N -2.123 -3.019 -4.251
C -0.242 2.525 -1.914
H 0.655 8.004 2.752

---

Lowest unoccupied orbital energy for the records above, in order: 0.5, 0.3 eV
Max |F| for the records above, in order: 0.0194, 0.0218 Eh/bohr